<one>
A cluster of 3 separate species, C3H11NO in total. Source: the Open Molecules 2025 dataset; level of theory: wB97M-V/def2-TZVPD.

As for the HOMO-LUMO gap: 9.48 eV. Its highest occupied orbital energy is -9.212 eV.

ORCA input file:
```
! wB97M-V def2-TZVPD RIJCOSX def2/J DEFGRID3
* xyz 0 1
N 2.393 2.015 -0.485
H 0.665 1.108 -0.881
H 2.898 1.624 0.281
H 2.988 1.760 -1.253
H 1.563 2.514 -0.712
C -0.471 -0.262 -0.784
O 0.802 -0.209 -1.332
C -0.497 -0.865 0.610
C -1.839 -1.356 1.099
H -1.204 -0.720 -1.464
H -0.846 0.804 -0.719
H -0.051 -0.166 1.324
H 0.231 -1.682 0.550
H -1.704 -1.926 2.023
H -2.351 -2.066 0.443
H -2.576 -0.574 1.301
*
```



<two>
A cluster of 2 separate species, C3H11NO in total. Source: the Open Molecules 2025 dataset; level of theory: wB97M-V/def2-TZVPD.

As for the HOMO-LUMO gap: 10.21 eV. Its highest occupied orbital energy is -9.467 eV.

ORCA input file:
```
! wB97M-V def2-TZVPD RIJCOSX def2/J DEFGRID3
* xyz 0 1
C -0.231 -0.167 -0.540
N -1.770 -4.013 0.597
H -0.264 -0.110 0.582
H 0.316 -1.030 -0.796
H -1.103 -0.325 -1.140
H -2.192 -4.720 -0.093
H -0.796 -4.353 0.704
H -1.592 -3.188 0.042
C 1.304 1.943 -0.492
O 0.429 1.097 -1.035
C 0.651 2.610 0.723
H 2.203 1.373 -0.186
H 1.701 2.696 -1.329
H 1.368 3.117 1.313
H -0.171 3.268 0.394
H 0.148 1.802 1.256
*
```



Which is the most stable structure? <two> is the most stable.



<one>
A structure of composition C5H7PS. Source: the Open Molecules 2025 dataset; level of theory: wB97M-V/def2-TZVPD.

As for the HOMO-LUMO gap: 8.63 eV. Its highest occupied orbital energy is -8.557 eV.

ORCA input file:
```
! wB97M-V def2-TZVPD RIJCOSX def2/J DEFGRID3
* xyz 0 1
C -2.057 0.388 -0.306
C -1.685 -0.966 -0.104
C -1.038 1.262 -0.026
C -0.367 -1.181 0.270
C 1.903 0.680 -0.256
P 0.353 0.405 0.797
S 2.731 -0.905 -0.424
H -3.043 0.632 -0.430
H -2.379 -1.748 -0.242
H -1.121 2.281 0.072
H 0.048 -2.095 0.497
H 2.769 1.419 0.533
H 1.744 1.246 -1.168
H 2.141 -1.419 0.788
*
```



<two>
A cluster of 2 separate species, C5H7PS in total. Source: the Open Molecules 2025 dataset; level of theory: wB97M-V/def2-TZVPD.

As for the HOMO-LUMO gap: 8.20 eV. Its highest occupied orbital energy is -8.372 eV.

ORCA input file:
```
! wB97M-V def2-TZVPD RIJCOSX def2/J DEFGRID3
* xyz 0 1
C 1.431 -1.189 0.065
C 1.993 0.075 -0.103
C 0.191 -1.200 0.587
C 1.198 1.160 0.354
C -1.680 0.929 0.049
P -0.276 0.491 1.075
S -3.010 -0.208 -0.166
H 1.854 -2.148 -0.267
H 3.058 0.106 -0.464
H -0.606 -1.947 0.484
H 1.666 2.166 0.354
H -1.347 1.121 -1.608
H -2.143 1.904 0.178
H -2.328 -1.261 -0.537
*
```



Which is the most stable structure? <one> is the most stable.



<one>
An isolated molecule of C3H4ClNS. Source: the Open Molecules 2025 dataset; level of theory: wB97M-V/def2-TZVPD.

As for the HOMO-LUMO gap: 8.11 eV. Its highest occupied orbital energy is -7.926 eV.

ORCA input file:
```
! wB97M-V def2-TZVPD RIJCOSX def2/J DEFGRID3
* xyz 0 1
C 0.683 -0.680 0.059
C -1.647 0.584 -0.027
C 1.708 0.235 -0.020
N -0.683 -0.444 0.270
S -2.264 -1.103 -0.165
Cl 3.357 -0.280 -0.131
H 0.728 -1.786 0.213
H -2.114 1.126 0.718
H -1.504 1.008 -0.940
H 1.735 1.340 0.024
*
```



<two>
An isolated molecule of C3H4ClNS. Source: the Open Molecules 2025 dataset; level of theory: wB97M-V/def2-TZVPD.

As for the HOMO-LUMO gap: 8.97 eV. Its highest occupied orbital energy is -8.755 eV.

ORCA input file:
```
! wB97M-V def2-TZVPD RIJCOSX def2/J DEFGRID3
* xyz 0 1
C -0.988 0.572 -1.018
C -0.443 -0.554 -0.566
C 1.115 0.214 1.237
H -0.786 1.565 -0.666
H -0.744 -1.499 -0.973
H 0.767 -1.682 0.666
H 1.779 -0.251 1.930
N 0.506 -0.710 0.454
S 0.947 1.844 1.242
Cl -2.152 0.501 -2.307
*
```



<three>
An isolated molecule of C3H4ClNS. Source: the Open Molecules 2025 dataset; level of theory: wB97M-V/def2-TZVPD.

As for the HOMO-LUMO gap: 9.37 eV. Its highest occupied orbital energy is -9.733 eV.

ORCA input file:
```
! wB97M-V def2-TZVPD RIJCOSX def2/J DEFGRID3
* xyz 0 1
C 2.092 0.376 1.147
C -1.061 0.409 -0.864
C -0.382 -0.656 0.021
N 2.210 1.307 1.811
S 1.787 -0.640 -0.135
Cl -0.761 -2.389 -0.183
H -0.783 0.397 -1.820
H -0.655 1.307 -0.526
H -2.074 0.194 -0.598
H -0.373 -0.304 1.145
*
```



Which is the most stable structure? <two> is the most stable.



<one>
An isolated molecule of C3H4ClNS. Source: the Open Molecules 2025 dataset; level of theory: wB97M-V/def2-TZVPD.

As for the HOMO-LUMO gap (spin up / spin down): 8.88 / 5.28 eV. Its highest occupied orbital energy (spin up / spin down) is -9.289 / -7.300 eV.

ORCA input file:
```
! wB97M-V def2-TZVPD RIJCOSX def2/J DEFGRID3
* xyz 0 1
C 0.182 0.481 0.559
C 0.662 -0.847 0.910
C -0.659 0.939 -1.652
N -0.232 1.119 -0.509
S 1.568 -1.264 2.441
Cl -1.675 -0.327 -2.194
H -0.083 1.004 1.429
H -0.287 -1.392 1.200
H 1.158 -1.425 0.060
H -0.634 1.712 -2.244
*
```



<two>
An isolated molecule of C3H4ClNS. Source: the Open Molecules 2025 dataset; level of theory: wB97M-V/def2-TZVPD.

As for the HOMO-LUMO gap (spin up / spin down): 7.96 / 7.56 eV. Its highest occupied orbital energy (spin up / spin down) is -8.301 / -8.387 eV.

ORCA input file:
```
! wB97M-V def2-TZVPD RIJCOSX def2/J DEFGRID3
* xyz 0 1
C 0.412 0.782 0.713
C 0.884 0.068 1.663
C 0.170 0.256 -0.776
N -1.050 -0.409 -0.857
S -1.268 -1.947 -0.324
Cl 1.468 -1.411 2.070
H 0.088 1.799 0.850
H 0.194 1.121 -1.439
H 0.983 -0.432 -1.004
H -1.881 0.173 -0.894
*
```



Which is the most stable structure? <two> is the most stable.



<one>
A cluster of 6 separate species, C12H36O6 in total. Source: the Open Molecules 2025 dataset; level of theory: wB97M-V/def2-TZVPD.

As for the HOMO-LUMO gap: 9.93 eV. Its highest occupied orbital energy is -9.545 eV.

ORCA input file:
```
! wB97M-V def2-TZVPD RIJCOSX def2/J DEFGRID3
* xyz 0 1
C 0.171 -0.256 0.907
O 0.351 1.096 1.280
H 1.088 -0.844 1.019
H -0.528 -0.814 1.536
H -0.161 -0.280 -0.131
H 0.490 1.608 0.451
C 3.729 0.462 2.053
O 2.821 1.448 2.517
H 4.523 0.416 2.799
H 3.277 -0.528 1.969
H 4.175 0.752 1.096
H 1.943 1.318 2.082
C -2.954 -1.052 -0.752
O -3.947 -1.022 0.272
H -3.499 -1.519 -1.570
H -2.581 -0.057 -1.017
H -2.080 -1.638 -0.456
H -3.577 -0.637 1.074
C 0.491 2.685 -4.592
C -0.763 1.976 -4.089
C -0.493 0.535 -3.722
O -1.273 2.751 -2.984
H 0.263 3.731 -4.806
H 0.874 2.248 -5.515
H 1.306 2.680 -3.865
H -1.465 2.014 -4.928
H -1.437 0.091 -3.396
H 0.239 0.408 -2.922
H -0.083 0.025 -4.594
H -2.226 2.614 -2.959
C 0.203 4.477 0.191
C 1.141 3.799 -0.812
C 2.611 3.799 -0.419
O 0.742 2.464 -1.082
H -0.802 4.464 -0.229
H 0.540 5.486 0.413
H 0.202 3.868 1.098
H 1.124 4.345 -1.765
H 2.901 4.804 -0.101
H 3.211 3.525 -1.284
H 2.830 3.170 0.448
H 0.005 2.380 -1.720
C -1.705 -6.727 3.183
C -0.683 -5.579 3.258
C -1.241 -4.272 2.743
O -0.287 -5.396 4.623
H -2.009 -6.942 2.154
H -2.626 -6.434 3.691
H -1.299 -7.645 3.603
H 0.173 -5.919 2.666
H -2.083 -3.983 3.371
H -1.621 -4.432 1.732
H -0.475 -3.500 2.707
H 0.476 -5.962 4.770
*
```



<two>
A structure of composition C12H36O6. Source: the Open Molecules 2025 dataset; level of theory: wB97M-V/def2-TZVPD.

As for the HOMO-LUMO gap: 7.54 eV. Its highest occupied orbital energy is -7.388 eV.

ORCA input file:
```
! wB97M-V def2-TZVPD RIJCOSX def2/J DEFGRID3
* xyz 0 1
C 1.986 25.014 -13.232
C 1.281 25.347 -11.907
O 1.005 26.724 -11.873
H 2.149 23.939 -13.306
H 2.935 25.534 -13.360
H 1.460 25.317 -14.138
H 1.848 25.004 -11.042
H 0.314 24.854 -11.811
H 0.513 26.964 -11.084
C 3.506 28.664 -10.229
C 2.896 28.260 -11.610
O 3.190 26.918 -11.891
H 4.573 28.503 -10.074
H 3.059 28.052 -9.445
H 3.402 29.692 -9.884
H 3.299 28.736 -12.505
H 1.828 28.459 -11.691
H 2.399 26.554 -12.295
C 5.608 29.692 -14.743
C 4.367 28.867 -14.901
O 3.640 29.261 -16.036
H 6.208 29.692 -15.653
H 6.266 29.338 -13.950
H 5.316 30.732 -14.598
H 3.659 28.918 -14.074
H 4.642 27.817 -14.994
H 3.813 28.549 -16.657
C 2.160 27.147 -15.401
C 1.770 28.073 -14.286
O 0.584 27.615 -13.554
H 2.928 27.565 -16.053
H 1.349 26.920 -16.093
H 2.517 26.152 -15.137
H 1.524 29.087 -14.604
H 2.605 28.244 -13.607
H 0.891 27.213 -12.738
C -0.741 27.298 -16.541
C -0.707 26.272 -15.390
O -1.021 27.084 -14.247
H -1.739 27.675 -16.765
H -0.328 26.860 -17.450
H -0.192 28.219 -16.341
H 0.317 25.929 -15.247
H -1.403 25.439 -15.489
H -0.226 27.532 -13.948
C 2.153 24.758 -16.758
C 2.315 25.968 -17.674
O 1.690 25.691 -18.846
H 2.658 23.864 -17.123
H 1.104 24.569 -16.528
H 2.654 24.952 -15.810
H 3.359 26.259 -17.792
H 1.792 26.841 -17.283
H 1.612 26.541 -19.284
*
```



Which is the most stable structure? <one> is the most stable.



<one>
An isolated molecule of C6H10OS2. Source: the Open Molecules 2025 dataset; level of theory: wB97M-V/def2-TZVPD.

As for the HOMO-LUMO gap (spin up / spin down): 6.71 / 7.77 eV. Its highest occupied orbital energy (spin up / spin down) is -7.115 / -7.641 eV.

ORCA input file:
```
! wB97M-V def2-TZVPD RIJCOSX def2/J DEFGRID3
* xyz 0 1
C 0.712 -0.326 -0.572
C 0.262 0.551 0.587
C -0.124 -1.538 -0.596
C -1.267 0.210 0.812
C 0.661 0.245 -2.043
C 1.186 0.308 1.736
O -3.782 1.162 0.358
S -1.603 -1.454 0.328
S -2.558 0.800 -0.403
H 1.710 -0.655 -0.377
H 0.273 1.486 0.239
H 0.038 -2.488 -1.044
H -1.627 0.377 1.756
H 0.824 -0.630 -2.652
H 1.402 0.986 -2.115
H -0.343 0.622 -2.217
H 2.149 0.668 1.668
H 1.335 -0.817 1.787
H 0.752 0.494 2.748
*
```



<two>
An isolated molecule of C6H10OS2. Source: the Open Molecules 2025 dataset; level of theory: wB97M-V/def2-TZVPD.

As for the HOMO-LUMO gap (spin up / spin down): 9.19 / 6.10 eV. Its highest occupied orbital energy (spin up / spin down) is -8.943 / -7.068 eV.

ORCA input file:
```
! wB97M-V def2-TZVPD RIJCOSX def2/J DEFGRID3
* xyz 0 1
C -0.882 0.826 -0.199
C -1.805 -0.090 -0.315
C 1.680 0.817 0.664
C 3.139 1.081 0.382
C -1.636 -1.291 -1.221
C -3.072 -0.040 0.489
O 3.081 -1.594 0.137
S 0.605 1.328 -0.756
S 4.064 -0.496 -0.077
H 1.517 -0.258 0.795
H 1.327 1.357 1.540
H 3.294 1.768 -0.448
H 3.648 1.475 1.263
H -2.385 -1.273 -2.012
H -0.650 -1.291 -1.679
H -1.764 -2.207 -0.646
H -3.916 -0.355 -0.121
H -2.988 -0.718 1.338
H -3.256 0.961 0.868
*
```



Which is the most stable structure? <one> is the most stable.